Below is a cluster of 2 separate species, C6H11O2PS in total, with properties calculated with ωB97M-V/def2-TZVPD.

Geometry as ORCA input:
```
! wB97M-V def2-TZVPD RIJCOSX def2/J DEFGRID3
* xyz 0 1
C -0.0348 2.0895 0.1094
C 1.2931 1.8952 0.1074
C 0.7643 -1.8876 0.0654
C 0.5643 -0.9786 1.2702
C 0.7327 -1.0442 -1.2023
C -2.7547 0.6672 -0.2228
O -0.7333 -0.3569 1.2099
O -0.5055 -0.3075 -1.3023
P -0.9546 0.5694 -0.0643
S 3.5905 0.3029 -0.0593
H -0.5702 3.0223 0.2444
H 1.9650 2.7294 0.2486
H 1.7371 -2.3712 0.1398
H -0.0262 -2.6401 0.0365
H 0.5703 -1.5352 2.2073
H 1.3424 -0.2032 1.2786
H 1.5783 -0.3443 -1.1951
H 0.7637 -1.6651 -2.0986
H -2.9995 0.8366 -1.2687
H -3.1951 -0.2684 0.1162
H -3.1278 1.4899 0.3799
*
```

As for the energy above the lowest of the compared OMol25 structures with the same formula, charge and spin: 3.284 eV. The electronic energy is -1125.092120 Ha. The HOMO energy (alpha / beta) comes out at -7.74 / -7.79 eV. Its frontier orbital gap (alpha / beta) is 6.9 / 6.9 eV.



Below is an isolated molecule of C6H11P, with properties calculated with ωB97M-V/def2-TZVPD.

Geometry as ORCA input:
```
! wB97M-V def2-TZVPD RIJCOSX def2/J DEFGRID3
* xyz 0 1
C -1.3906 1.6804 0.0523
C -0.0130 1.8719 0.5705
C 0.8657 0.9567 -0.1607
P 2.2268 0.4095 -0.8531
C 0.6777 -0.7074 -1.3924
C 0.3040 -1.9374 -0.6137
C 0.4716 -1.7125 0.8529
H -1.3858 1.3326 -1.0211
H -2.0852 2.5195 0.2458
H -1.9260 0.9683 0.6513
H 0.0072 1.7743 1.7278
H 0.3107 2.8440 0.4146
H 0.1433 -0.2391 -2.1501
H -0.7416 -2.1428 -0.9451
H 1.0532 -2.7770 -0.8268
H 1.5224 -1.3335 1.0522
H 0.2842 -2.5593 1.4128
H -0.3246 -0.9481 0.9829
*
```

The SMILES is CCC#P=CCC. As for the energy above the lowest of the compared OMol25 structures with the same formula, charge and spin: 3.402 eV. The electronic energy is -576.392604 Ha. The HOMO energy comes out at -7.69 eV. Its frontier orbital gap is 8.3 eV.



Below is the ion C6H12 with charge -1, with properties calculated with ωB97M-V/def2-TZVPD.

Geometry as ORCA input:
```
! wB97M-V def2-TZVPD RIJCOSX def2/J DEFGRID3
* xyz -1 2
C 0.6789 2.2733 0.7059
C -0.5803 1.9639 -0.0750
C -1.0793 0.5476 0.2006
C -0.1489 -0.5378 -0.2363
C -0.2673 -1.8553 -0.0697
C 0.6915 -2.8675 -0.6444
H 1.4271 1.5256 0.4483
H 1.1356 3.2203 0.5344
H 0.4856 2.1269 1.7710
H -1.3540 2.6922 0.1158
H -0.3196 2.0209 -1.1403
H -1.1943 0.4662 1.2946
H -2.0733 0.4082 -0.2102
H 0.8413 -0.2553 -0.5826
H -1.1651 -2.3645 0.2755
H 1.6610 -2.3867 -0.8211
H 0.9058 -3.6924 0.0382
H 0.3554 -3.2857 -1.6048
*
```

The expectation value of S² is 0.750. As for the energy above the lowest of the compared OMol25 structures with the same formula, charge and spin: 0.375 eV. The electronic energy is -235.720478 Ha. The HOMO energy (alpha / beta) comes out at 1.59 / -5.23 eV. Its frontier orbital gap (alpha / beta) is 2.5 / 9.3 eV.



Below is an isolated molecule of C6H12, with properties calculated with ωB97M-V/def2-TZVPD.

Geometry as ORCA input:
```
! wB97M-V def2-TZVPD RIJCOSX def2/J DEFGRID3
* xyz 0 1
C 0.6515 -1.6235 -2.4795
C -0.5122 -1.0916 -1.6308
C -0.2798 -0.6523 -0.3720
C -0.6947 0.6970 0.0644
C -0.8692 0.8987 1.6083
C 0.6174 0.9451 2.2089
H 1.3516 -0.8000 -2.7184
H 0.2563 -2.0908 -3.3694
H 1.3061 -2.1262 -1.7757
H -1.2250 -0.4095 -2.0972
H 0.5853 -1.0279 0.1767
H 0.0706 1.3861 -0.3183
H -1.6138 1.0618 -0.3927
H -1.2170 1.9057 1.8371
H -1.2634 0.0846 2.2186
H 0.6147 1.4989 3.1534
H 1.3341 1.4495 1.5661
H 0.8875 -0.1055 2.3204
*
```

The SMILES is C/C=C/CCC. As for the energy above the lowest of the compared OMol25 structures with the same formula, charge and spin: 2.375 eV. The electronic energy is -235.730950 Ha. The HOMO energy comes out at -8.88 eV. Its frontier orbital gap is 10.1 eV.



Below is an isolated molecule of C6H12, with properties calculated with ωB97M-V/def2-TZVPD.

Geometry as ORCA input:
```
! wB97M-V def2-TZVPD RIJCOSX def2/J DEFGRID3
* xyz 0 1
C -2.0856 1.6436 1.6289
C -0.9962 0.8214 1.4638
C -0.2782 0.4070 0.1453
C 0.8863 -0.4200 0.3312
C 1.5179 -1.0217 -1.0039
C 0.6968 -1.2202 -2.1665
H -2.5294 2.3271 0.9539
H -2.6736 1.6632 2.6316
H -0.3901 0.7596 2.4667
H -1.1065 -0.1804 -0.4489
H -0.1044 1.3587 -0.4704
H 1.5426 0.0848 0.9257
H 0.6370 -1.3250 0.8976
H 2.3385 -1.7469 -0.6621
H 2.3775 -0.3001 -1.2767
H 1.2970 -0.9592 -3.0799
H -0.1957 -0.5756 -2.1297
H 0.3612 -2.3673 -2.2009
*
```

The SMILES is C=CCCCC. As for the energy above the lowest of the compared OMol25 structures with the same formula, charge and spin: 3.249 eV. The electronic energy is -235.698840 Ha. The HOMO energy comes out at -9.05 eV. Its frontier orbital gap is 10.2 eV.



Below is an isolated molecule of C6H12, with properties calculated with ωB97M-V/def2-TZVPD.

Geometry as ORCA input:
```
! wB97M-V def2-TZVPD RIJCOSX def2/J DEFGRID3
* xyz 0 1
C -1.7532 1.1184 0.4409
C -0.2636 0.9519 0.7516
C 0.4862 0.3207 -0.4306
C 1.9970 0.0311 -0.1632
C 0.2316 -1.0757 -0.8685
C -0.0609 -2.0129 0.2484
H -1.9032 1.7367 -0.4519
H -2.2324 0.1500 0.2518
H -2.2898 1.5930 1.2692
H -0.1399 0.3571 1.6651
H 0.1740 1.9353 0.9703
H 0.4194 1.0089 -1.2846
H 2.1621 -0.2742 0.8738
H 2.6098 0.9031 -0.3966
H 2.3533 -0.7802 -0.8150
H 0.3803 -3.0006 0.0807
H -1.1470 -2.1573 0.1065
H 0.1042 -1.6992 1.2920
*
```

As for the energy above the lowest of the compared OMol25 structures with the same formula, charge and spin: 3.824 eV. The electronic energy is -235.677711 Ha. The HOMO energy comes out at -7.93 eV. Its frontier orbital gap is 8.7 eV.



Below is an isolated molecule of C6H12, with properties calculated with ωB97M-V/def2-TZVPD.

Geometry as ORCA input:
```
! wB97M-V def2-TZVPD RIJCOSX def2/J DEFGRID3
* xyz 0 1
C 1.4848 -1.2211 -0.5554
C 0.3973 -0.5086 -0.8464
C -0.8255 -1.1334 -1.4667
C 0.3003 0.9635 -0.5169
C -0.6144 1.2228 0.6931
C -0.1249 0.5225 1.9590
H 1.5295 -2.2945 -0.7408
H 2.3638 -0.7586 -0.1046
H -1.7393 -0.8390 -0.9298
H -0.7527 -2.2261 -1.4506
H -0.9455 -0.8020 -2.5093
H 1.3012 1.3625 -0.3039
H -0.0876 1.5169 -1.3845
H -0.6780 2.3086 0.8505
H -1.6349 0.8906 0.4610
H 0.8489 0.9114 2.2791
H -0.8272 0.6376 2.7891
H 0.0043 -0.5532 1.7772
*
```

The SMILES is C=C(C)CCC. As for the energy above the lowest of the compared OMol25 structures with the same formula, charge and spin: 0.717 eV. The electronic energy is -235.791871 Ha. The HOMO energy comes out at -9.26 eV. Its frontier orbital gap is 10.4 eV.



Below is a cluster of 2 separate species, C6H12 in total, with properties calculated with ωB97M-V/def2-TZVPD.

Geometry as ORCA input:
```
! wB97M-V def2-TZVPD RIJCOSX def2/J DEFGRID3
* xyz 0 1
C 0.9513 -1.4679 1.0142
C 0.7586 -1.3424 -0.4902
C -0.6619 -1.1849 -1.0018
C -0.4397 0.0126 -1.5490
C 1.0072 0.0722 -1.1116
H 0.4127 -0.6723 1.5438
H 2.0120 -1.3970 1.2816
H 0.5755 -2.4299 1.3813
H 1.3209 -2.1289 -1.0102
H -1.5370 -1.8261 -0.9256
H -1.0624 0.7159 -2.0961
H 1.7569 0.1165 -1.9099
H 1.2347 0.8457 -0.3668
C -1.2662 2.1389 1.0507
H -1.1302 1.1168 0.6912
H -0.7401 2.2656 2.0002
H -0.8592 2.8326 0.3093
H -2.3331 2.3327 1.1889
*
```

The SMILES is C[C@H]1C=CC1.C. As for the energy above the lowest of the compared OMol25 structures with the same formula, charge and spin: 1.952 eV. The electronic energy is -235.746489 Ha. The HOMO energy comes out at -9.39 eV. Its frontier orbital gap is 10.6 eV.



Below is an isolated molecule of C6H12, with properties calculated with ωB97M-V/def2-TZVPD.

Geometry as ORCA input:
```
! wB97M-V def2-TZVPD RIJCOSX def2/J DEFGRID3
* xyz 0 1
C 1.2428 1.1419 -0.1525
C 0.3163 -0.0141 0.2081
C 0.9936 -0.8925 1.2811
C -1.2244 0.3649 0.4451
C -1.5587 -0.0236 -0.9586
C -0.1970 -0.8249 -1.0589
H 2.2049 0.7832 -0.5464
H 0.7856 1.7866 -0.9091
H 1.4586 1.7507 0.7342
H 1.9612 -1.2878 0.9271
H 0.3787 -1.7581 1.5573
H 1.2039 -0.3243 2.1968
H -1.6191 -0.3528 1.1722
H -1.9574 1.2091 0.5477
H -1.5134 0.8077 -1.6684
H -2.6700 -0.1242 -0.8061
H 0.4140 -0.6843 -1.9722
H -0.2383 -1.9006 -0.8643
*
```

The SMILES is CC1(C)CCC1. As for the energy above the lowest of the compared OMol25 structures with the same formula, charge and spin: 2.428 eV. The electronic energy is -235.728996 Ha. The HOMO energy comes out at -9.64 eV. Its frontier orbital gap is 10.7 eV.



Below is an isolated molecule of C6H12, with properties calculated with ωB97M-V/def2-TZVPD.

Geometry as ORCA input:
```
! wB97M-V def2-TZVPD RIJCOSX def2/J DEFGRID3
* xyz 0 1
C -1.4769 -1.1458 -0.7959
C -1.0622 -0.2759 0.1876
C -1.5662 1.1642 0.2291
C 0.1507 -0.6120 1.0216
C 1.5179 -0.5936 0.1974
C 1.7247 0.6526 -0.6439
H -1.2148 -2.1852 -0.9214
H -2.3658 -0.8439 -1.3739
H -0.6078 1.8017 0.2968
H -2.2558 1.2664 1.1753
H -2.1982 1.5307 -0.6438
H 0.1128 0.1310 1.8810
H 0.0551 -1.6280 1.4990
H 1.4765 -1.5345 -0.3763
H 2.3404 -0.7157 0.8541
H 1.7616 1.5826 -0.0271
H 2.6751 0.6415 -1.2001
H 0.9327 0.7638 -1.3595
*
```

The SMILES is C=C(C)CCC. As for the energy above the lowest of the compared OMol25 structures with the same formula, charge and spin: 1.458 eV. The electronic energy is -235.764625 Ha. The HOMO energy comes out at -9.01 eV. Its frontier orbital gap is 10.1 eV.



Below is an isolated molecule of C6H12, with properties calculated with ωB97M-V/def2-TZVPD.

Geometry as ORCA input:
```
! wB97M-V def2-TZVPD RIJCOSX def2/J DEFGRID3
* xyz 0 1
C 1.9998 0.3633 -0.7283
C 0.8086 -0.4985 -0.9227
C 0.1292 -0.9750 1.1559
C -0.3620 -0.1436 -0.0711
C -0.6036 1.3278 0.2973
C -1.6549 -0.7541 -0.6235
H 2.0586 1.0239 0.1505
H 2.9375 -0.1884 -0.8520
H 1.9266 1.0109 -1.6216
H 0.7126 -1.8496 0.8353
H 0.7580 -0.3749 1.8183
H -0.7315 -1.3539 1.7136
H -0.8067 1.9141 -0.6072
H 0.2441 1.7888 0.8129
H -1.4793 1.4235 0.9489
H -1.5030 -1.8100 -0.8662
H -1.9591 -0.2394 -1.5419
H -2.4749 -0.6649 0.1016
*
```

As for the energy above the lowest of the compared OMol25 structures with the same formula, charge and spin: 3.690 eV. The electronic energy is -235.682624 Ha. The HOMO energy comes out at -8.01 eV. Its frontier orbital gap is 8.7 eV.



Below is an isolated molecule of C6H12, with properties calculated with ωB97M-V/def2-TZVPD.

Geometry as ORCA input:
```
! wB97M-V def2-TZVPD RIJCOSX def2/J DEFGRID3
* xyz 0 1
C -1.0900 1.5860 -0.3092
C 0.2493 0.8486 -0.4018
C 0.1242 -0.4642 -1.2058
C -0.2608 -1.5102 -0.1548
C 0.6224 -1.1409 1.0426
C 0.7736 0.3998 0.9883
H -1.8646 0.9519 0.1377
H -1.4469 1.8804 -1.3030
H -1.0133 2.4893 0.3088
H 0.9777 1.5187 -0.8700
H 1.0893 -0.7101 -1.6649
H -0.6041 -0.3825 -2.0162
H -1.3208 -1.4120 0.1040
H -0.1050 -2.5396 -0.4852
H 0.2191 -1.4918 1.9981
H 1.6076 -1.6053 0.9156
H 0.2209 0.8949 1.7937
H 1.8215 0.6870 1.1221
*
```

The SMILES is CC1CCCC1. As for the energy above the lowest of the compared OMol25 structures with the same formula, charge and spin: 0.116 eV. The electronic energy is -235.813971 Ha. The HOMO energy comes out at -10.98 eV. Its frontier orbital gap is 12.2 eV.